1.
C41H54ClKN6O11P2S | ωB97M-V/def2-TZVPD

Geometry as XYZ:
```
117
C41H54ClKN6O11P2S, DFT ωB97M-V/def2-TZVPD
K -1.04963 -0.88505 -1.92247
N -4.90987 0.63740 -4.90178
C -4.23422 0.29012 -3.81085
S -2.72872 1.10806 -3.52401
N -4.78643 -0.62900 -3.06334
N -3.96509 -1.36545 -2.26953
C -4.50346 -2.03058 -1.26332
C -6.01464 -1.96244 -1.08110
C -6.38526 -1.35641 0.17464
C -7.76411 -1.25883 0.46346
C -8.65178 -1.46152 -0.53519
C -8.27082 -1.98765 -1.78330
C -6.93332 -2.23286 -2.01379
C -3.64950 -2.76892 -0.33879
C -4.23291 -3.62408 0.61301
C -3.41024 -4.23034 1.51236
C -2.02345 -3.99184 1.51439
C -1.57303 -3.12726 0.53332
N -2.36384 -2.56365 -0.39655
H -4.72570 1.58481 -5.08281
H -5.95107 0.57126 -4.83604
H -5.66665 -1.02059 0.96469
H -8.03953 -1.13769 1.49508
H -9.72339 -1.54136 -0.38408
H -9.01919 -2.21917 -2.65362
H -6.69419 -2.67282 -3.02586
H -5.33252 -3.72674 0.62351
H -3.81345 -4.82360 2.30409
H -1.36272 -4.59651 2.17614
H -0.48682 -3.09824 0.48386
C -1.58325 0.30435 4.14641
C -1.39189 0.69479 2.69768
C -2.29517 -0.19745 1.85307
O -1.77529 2.06482 2.35551
P -1.13149 3.45348 2.40738
O -2.02020 4.47299 1.85365
C 0.48819 3.34317 1.65416
P 0.35262 2.79618 -0.05670
O -0.46979 1.70510 -0.48808
O 1.87026 2.56144 -0.26799
C 2.28128 1.57059 -1.24908
C 2.48409 0.21709 -0.62680
C 3.62043 2.07375 -1.77851
O -0.10907 4.16634 -0.71792
C -0.83946 4.15937 -1.92368
C 0.11280 3.99545 -3.09898
C -1.63271 5.42264 -1.93960
O -0.73457 3.58748 3.98049
C -0.77858 4.80099 4.72256
C 0.67734 5.39616 4.85377
C -1.29185 4.44082 6.11047
H -1.12144 -0.71022 4.20396
H -2.68226 0.25360 4.29465
H -1.11125 0.91441 4.86065
H -0.34100 0.63446 2.38641
H -3.31276 -0.36511 2.19163
H -1.84491 -1.18634 2.01457
H -2.18321 -0.08082 0.74905
H 1.00441 2.54926 2.19539
H 1.00129 4.29144 1.68109
H 1.51102 1.46014 -2.01229
H 3.43272 0.28148 -0.09326
H 2.36424 -0.60507 -1.30563
H 1.71346 0.05088 0.14243
H 4.45346 1.87857 -1.12964
H 3.64775 3.13500 -1.97128
H 3.93643 1.46498 -2.62547
H -1.42634 3.26345 -1.85608
H 0.76894 4.88367 -3.20068
H -0.46312 3.81791 -3.97110
H 0.68922 3.06205 -2.97628
H -0.94311 6.21699 -1.75955
H -2.38045 5.43265 -1.12700
H -2.23792 5.55867 -2.94100
H -1.46925 5.49285 4.27600
H 1.32593 4.69346 5.37662
H 0.61099 6.41337 5.40776
H 0.91446 5.61008 3.80563
H -0.65305 3.60940 6.45096
H -2.32476 4.06417 6.13002
H -1.11803 5.31724 6.75722
O 0.90347 -2.76778 -2.23095
N 1.87774 -2.70838 -2.99542
N 2.03506 -1.73945 -3.80401
O 1.20160 -0.64903 -3.85096
C 2.97841 -1.92167 -4.80996
C 3.42904 -0.81281 -5.51365
C 4.44720 -0.88343 -6.44697
C 4.93438 -2.16546 -6.73147
C 4.49342 -3.28257 -6.08431
C 3.49082 -3.18880 -5.08402
H 2.90207 0.11113 -5.21301
H 4.82669 -0.03198 -6.92213
H 5.66583 -2.30970 -7.56431
H 4.80976 -4.30096 -6.42293
H 3.03270 -4.06688 -4.60508
C 5.96825 -2.45312 4.22784
C 5.89113 -2.70501 2.75059
C 6.96058 -2.47642 1.93735
C 6.83501 -2.71132 0.57174
Cl 8.16418 -2.39655 -0.48358
C 5.65490 -3.13518 0.02380
C 4.55550 -3.36102 0.84244
C 4.66816 -3.09009 2.20949
O 3.69516 -3.45539 3.10221
C 2.30794 -3.08448 2.88783
C 2.07191 -1.59873 2.93590
O 3.11169 -0.85178 2.88711
O 0.87153 -1.24793 2.96144
H 6.97367 -2.77345 4.54445
H 5.27866 -2.90580 4.88043
H 5.86373 -1.36293 4.40868
H 7.86676 -2.00416 2.29995
H 5.56373 -3.26393 -1.08290
H 3.61763 -3.69133 0.35341
H 1.72815 -3.59251 3.72222
H 1.99393 -3.43228 1.88406
```

- Kohn-Sham gap: 6.576 eV
- ΔE to the lowest compared entry with this formula, charge and spin: 39.4 kcal per mole
- Net charge: -2


2.
C41H54N10O7Yb | ωB97M-V/def2-TZVPD

Geometry as XYZ:
```
113
C41H54N10O7Yb, DFT ωB97M-V/def2-TZVPD
Yb -1.09657 -0.59745 -0.09956
C 2.85337 3.98519 5.19613
O 2.46613 5.29627 4.70123
C 2.48427 5.50163 3.35494
C 2.97849 4.55152 2.48177
C 2.99848 4.72950 1.09948
C 2.51671 5.95911 0.60197
C 2.06901 6.91204 1.49055
C 2.01059 6.71069 2.86071
N 2.56860 6.30370 -0.76912
N 2.22608 5.51898 -1.64751
C 1.78039 4.20515 -1.40914
C 2.52071 3.20791 -1.98212
C 2.19009 1.85934 -1.86641
C 1.01081 1.48603 -1.22300
O 0.64660 0.21769 -1.09488
C 0.29274 2.52712 -0.59393
N -0.69420 2.05594 0.23823
C -1.28342 2.89324 1.04374
C -1.09550 4.29400 0.94661
C -0.21991 4.82740 0.03417
C 0.62304 3.91292 -0.66138
H 2.68885 4.01589 6.27772
H 3.92036 3.74221 4.95932
H 2.19936 3.25114 4.72566
H 3.36362 3.65302 2.87457
H 3.39665 3.94459 0.50609
H 1.77310 7.87146 1.07313
H 1.63746 7.48283 3.48069
H 3.39678 3.51830 -2.60831
H 2.83229 1.09683 -2.20530
H -1.99453 2.48018 1.70974
H -1.73973 4.97899 1.46654
H -0.12648 5.90722 -0.04338
C -4.66737 -0.61771 -2.26451
C -4.13467 0.34567 -1.27969
O -2.89317 0.47226 -1.09815
N -5.01511 0.96043 -0.47586
C -4.56680 1.79652 0.66246
C -4.10591 1.03222 1.91900
C -4.65673 1.43461 3.15419
C -4.24527 0.80372 4.31209
C -3.24255 -0.16667 4.23063
C -2.76582 -0.47890 2.99215
N -3.15496 0.10841 1.82407
H -5.73025 -0.76064 -2.14489
H -4.11035 -1.52530 -2.11758
H -4.38095 -0.21305 -3.24206
H -6.00023 0.75866 -0.66169
H -5.36628 2.46130 0.91504
H -3.72719 2.37253 0.27668
H -5.40280 2.20469 3.21314
H -4.58867 1.14743 5.27386
H -2.86855 -0.71005 5.10720
H -1.97621 -1.25120 2.90066
N 0.62098 -2.46241 -0.04014
C -0.09304 -3.72407 -0.04235
C 0.80867 -4.96926 0.15824
C 1.96088 -5.11772 -0.87240
C 1.45038 -5.20608 -2.30011
N 1.00692 -3.91610 -2.83506
C 1.78776 -3.06710 -3.50137
N 2.88558 -3.47611 -4.17212
N 1.44204 -1.76684 -3.57332
C -1.29260 -3.58318 0.92904
O -1.77058 -4.59006 1.39526
O -1.71063 -2.36506 1.10531
H 1.30768 -2.40276 -0.78694
H 1.07706 -2.34617 0.84514
H -0.64383 -3.83153 -0.99926
H 0.25420 -5.93414 0.13030
H 1.25980 -4.93730 1.18386
H 2.46116 -6.10859 -0.72470
H 2.76189 -4.34602 -0.79537
H 0.66641 -5.94670 -2.39402
H 2.22490 -5.57239 -2.95870
H 0.09299 -3.54774 -2.55180
H 3.04830 -4.44768 -4.32434
H 3.50348 -2.79148 -4.52674
H 0.63339 -1.44033 -3.00172
H 1.73787 -1.28519 -4.39315
O 0.87372 1.16009 3.62984
C 0.92426 0.15332 2.78818
O 0.04829 -0.15373 2.02579
C 2.29634 -0.56416 2.79290
N 3.18058 0.15112 3.71028
C 4.14041 0.94262 2.88043
C 3.55740 0.94431 1.49656
C 2.95277 -0.44127 1.38169
H 2.24093 -1.60356 3.11886
H 3.68011 -0.46495 4.33531
H 1.76709 1.11877 4.08271
H 5.05260 0.41261 2.82995
H 4.25620 1.93263 3.32309
H 4.31980 1.08980 0.75596
H 2.76411 1.67523 1.33968
H 3.73033 -1.21195 1.31759
H 2.22735 -0.54949 0.58899
C -2.68014 -4.86637 -3.32594
C -2.54468 -3.46292 -3.94912
C -3.89854 -3.02911 -4.49567
C -1.56433 -3.42032 -5.11202
C -1.99736 -2.56036 -2.94754
C -1.49011 -1.78166 -2.15870
H -3.05563 -5.54362 -4.09903
H -3.44526 -4.87680 -2.53825
H -1.70845 -5.19162 -2.90672
H -4.20864 -3.74533 -5.25898
H -3.86053 -2.06109 -4.98151
H -4.69836 -3.04339 -3.74934
H -1.97536 -3.94351 -6.01210
H -0.64839 -3.93686 -4.82980
H -1.31255 -2.42184 -5.40232
```

- Kohn-Sham gap (alpha / beta): 7.183 / 7.188 eV
- ΔE to the lowest compared entry with this formula, charge and spin: 0.0 kcal per mole
- Net charge: +1
- Spin multiplicity: 2
- Expectation value of S²: 0.7507


3.
C41H55Cl4F5O33 | ωB97M-V/def2-TZVPD

Geometry as XYZ:
```
138
C41H55Cl4F5O33, DFT ωB97M-V/def2-TZVPD
C -4.54919 0.41074 3.03334
C -5.72708 -0.38246 2.48899
C -5.53999 -0.85595 1.08421
O -5.95523 -2.20873 1.14920
C -6.15366 -2.56799 2.40153
O -6.40178 -3.66776 2.74102
O -5.80157 -1.53656 3.21284
H -3.52247 0.05484 2.94807
H -4.59412 0.47259 4.12066
H -4.68830 1.38817 2.57141
H -6.69407 0.06870 2.71143
H -4.50554 -0.95514 0.75528
H -6.13280 -0.24035 0.40766
C 3.03970 -1.15776 4.68794
C 2.04753 -2.43405 4.38140
C 1.75297 -2.62824 2.94365
O 2.21503 -3.94709 2.85670
C 2.77288 -4.42129 3.88435
O 3.50592 -5.40453 3.83884
O 2.69109 -3.56225 4.88512
H 2.70168 -0.19680 4.30012
H 4.09733 -1.22271 4.43242
H 2.97817 -0.77532 5.70678
H 1.05091 -2.46815 4.82149
H 2.26523 -1.91942 2.29306
H 0.69440 -2.53735 2.70025
C 0.68016 1.62885 -1.53138
C 0.96104 0.50844 -0.50808
C 1.65171 0.91727 0.77730
O 0.61160 0.99240 1.65843
C -0.49485 0.27774 1.13879
O -1.50218 -0.01651 1.73257
O -0.33812 0.07024 -0.09923
H -0.05062 1.23906 -2.24001
H 1.45000 1.90665 -2.25130
H 0.30624 2.54869 -1.08174
H 1.39058 -0.37199 -0.98604
H 2.12063 1.84879 0.46031
H 2.38942 0.13894 0.97244
C -2.15137 -1.00212 5.89078
C -1.23312 -0.04318 5.08456
C -1.68931 1.41545 4.84625
O -0.69527 2.20352 5.47618
C 0.21662 1.41278 5.94244
O 1.30383 1.83452 6.35748
O -0.17405 0.13343 5.86447
H -2.05102 -1.09552 6.97213
H -1.96720 -1.97482 5.43466
H -3.18498 -0.81750 5.59807
H -0.94231 -0.49504 4.13622
H -2.61651 1.63560 5.37533
H -1.91109 1.46248 3.78009
C -2.54852 4.30053 -1.82721
C -3.19857 3.00009 -2.20283
C -3.24440 2.03168 -1.04650
O -4.57556 1.72582 -0.91836
C -5.30452 2.37561 -1.82729
O -6.46321 2.21184 -1.92720
O -4.61320 3.16436 -2.51477
H -3.34811 4.81825 -1.29737
H -2.20463 4.74905 -2.75923
H -1.71713 4.17131 -1.13425
H -2.63780 2.44772 -2.95684
H -2.90973 2.61709 -0.19013
H -2.86111 1.02169 -1.19181
C -3.63013 -3.96284 -2.66042
C -3.59586 -2.71149 -3.58455
C -4.25203 -1.35683 -3.22895
O -3.13358 -0.50987 -3.05419
C -2.03573 -1.11249 -3.37618
O -0.90607 -0.69833 -3.18570
O -2.24634 -2.41078 -3.58141
H -4.47300 -4.63502 -2.82115
H -3.59181 -3.47132 -1.68829
H -2.77296 -4.63354 -2.71970
H -3.72431 -3.07798 -4.60301
H -4.67812 -1.41154 -2.22718
H -5.14451 -1.06985 -3.78503
C 4.77467 2.67546 -2.01367
Cl 3.88743 2.69769 -3.57945
Cl 6.21930 1.58177 -2.12591
H 5.13960 3.68676 -1.83425
H 4.12331 2.40979 -1.18106
C 5.87838 1.78403 2.25411
Cl 4.10937 2.27322 2.25001
Cl 6.07187 0.27378 2.98517
H 6.01846 1.64287 1.18240
H 6.47609 2.62447 2.60696
C 0.69805 2.14539 -6.02953
C 0.10555 3.49485 -5.73859
O -1.18567 3.20124 -5.30877
C -1.47824 1.99040 -5.66202
O -2.52626 1.39696 -5.40873
O -0.46424 1.37828 -6.26976
F -0.09270 4.09031 -6.87206
H 1.26325 1.76906 -5.17687
H 1.29856 2.16124 -6.93905
H 0.80898 4.06407 -5.13090
C 2.54566 -2.67673 -4.66354
C 1.74769 -1.37243 -4.79785
O 2.39776 -0.68223 -5.78097
C 2.92703 -1.58350 -6.63531
O 3.19524 -1.46811 -7.78678
O 3.06104 -2.81229 -5.90404
F 2.05775 -0.67267 -3.72443
H 1.84206 -3.46435 -4.39393
H 3.28425 -2.74188 -3.86458
H 0.67759 -1.48154 -4.97415
C 5.64081 -2.86328 1.33550
C 6.49523 -2.00448 0.45087
O 5.48352 -1.11707 -0.02314
C 4.41726 -1.85610 -0.26447
O 3.66293 -1.64714 -1.19062
O 4.43875 -2.86230 0.62557
F 7.25304 -2.64334 -0.52065
H 5.38864 -2.40159 2.29015
H 6.06138 -3.85054 1.52669
H 7.14374 -1.51527 1.17765
C 0.62431 -5.07130 -0.23846
C 1.17159 -3.86112 -0.88812
O 0.33655 -2.89813 -0.16029
C -0.81307 -3.54203 -0.02347
O -1.87146 -2.98996 0.24912
O -0.72060 -4.77437 -0.26788
F 0.91886 -3.79076 -2.20578
H 0.97692 -5.22114 0.78199
H 0.88784 -5.94090 -0.84050
H 2.21335 -3.56392 -0.76771
C -0.70736 5.48723 1.84719
C 0.06928 5.93735 3.07393
O 1.37424 5.51144 2.68746
C 1.37250 5.00516 1.44133
O 2.34949 4.51884 0.81830
O 0.21763 5.07896 0.89503
F -0.33591 5.19978 4.08252
H -1.28734 6.31009 1.42931
H -1.48343 4.74397 2.02993
H 0.04355 6.99956 3.31715
```

- Kohn-Sham gap (alpha / beta): 8.822 / 2.042 eV
- Net charge: +1
- Spin multiplicity: 2
- Expectation value of S²: 0.7649


4.
C41H56FeNO5P2S3Si | ωB97M-V/def2-TZVPD

Geometry as XYZ:
```
110
C41H56FeNO5P2S3Si, DFT ωB97M-V/def2-TZVPD
Fe -0.67002 0.79915 -0.15376
C -7.00225 -2.28054 2.98725
C -5.82674 -2.35219 2.04235
O -4.74951 -3.01399 2.73514
P -3.26502 -3.15537 2.09365
S -1.17078 -1.27211 0.77368
S -2.79389 -1.05333 2.07556
O -3.69355 -3.46997 0.55822
C -2.73690 -3.92083 -0.41211
C -3.11633 -5.31092 -0.87442
H -7.87915 -1.89603 2.46320
H -6.78929 -1.61915 3.82742
H -7.24142 -3.26907 3.38153
H -5.49555 -1.36254 1.72401
H -6.06648 -2.92334 1.14451
H -1.73141 -3.90329 0.01378
H -2.75782 -3.19634 -1.22588
H -2.94181 -6.04984 -0.09018
H -2.52668 -5.59273 -1.74938
H -4.17201 -5.34379 -1.14768
C 0.68659 3.80530 -3.30825
C 0.80924 2.32055 -2.93831
C 1.82031 1.65829 -3.89525
C -0.52683 1.63102 -3.30144
Si 1.31211 2.03594 -1.02161
C 0.71929 3.30162 0.49463
C 1.50597 3.11148 1.80630
C 0.80956 4.76019 0.04075
C -0.73073 3.03625 0.96470
C 3.29999 2.09769 -1.01288
C 3.97265 2.23043 0.36097
C 3.83936 0.75748 -1.55578
C 3.87379 3.27441 -1.82244
H 0.46913 3.91439 -4.37887
H 1.60608 4.35967 -3.10426
H -0.12644 4.27868 -2.75630
H 1.43720 1.78845 -4.91362
H 1.89670 0.58254 -3.72038
H 2.82329 2.07114 -3.88164
H -0.45563 1.16427 -4.28873
H -1.34406 2.34229 -3.35275
H -0.82945 0.82349 -2.62988
H 2.45455 3.63529 1.84187
H 1.68645 2.05708 2.03317
H 0.89816 3.51529 2.62333
H 1.82169 5.01771 -0.27904
H 0.53921 5.44790 0.85533
H 0.12965 4.95894 -0.78851
H -0.83197 2.06978 1.49952
H -1.46215 3.12088 0.16751
H -1.02645 3.78082 1.71086
H 3.62082 1.50226 1.08977
H 3.85926 3.22820 0.77311
H 5.04800 2.06257 0.22695
H 3.45237 -0.07927 -0.97202
H 4.93183 0.73714 -1.45833
H 3.60304 0.56833 -2.60010
H 3.51633 4.23345 -1.44271
H 3.65483 3.25097 -2.88493
H 4.96605 3.27019 -1.71588
C 6.77318 -1.19743 2.00048
C 6.15564 -1.90429 0.98214
C 4.76992 -1.91167 0.87091
C 3.97854 -1.21896 1.78007
C 4.61552 -0.50124 2.79619
C 5.99420 -0.49416 2.91279
P 2.15008 -1.02225 1.60373
C 1.78814 -2.47954 0.54917
C 1.53591 -2.22803 -0.79619
C 1.26315 -3.26659 -1.67677
C 1.24437 -4.57404 -1.21788
C 1.49484 -4.83526 0.12431
C 1.76648 -3.79683 0.99965
C 1.62777 -1.55035 3.28520
C 2.33513 -2.45746 4.07357
C 1.88400 -2.80337 5.33719
C 0.71760 -2.23760 5.83636
C 0.01574 -1.32028 5.07074
C 0.47299 -0.97474 3.80729
H 7.85283 -1.18818 2.08406
H 6.75028 -2.45502 0.26351
H 4.30747 -2.47287 0.06782
H 4.01961 0.05341 3.51357
H 6.46204 0.06805 3.71163
H 1.53255 -1.20330 -1.15473
H 1.04896 -3.04620 -2.71515
H 1.02332 -5.38754 -1.89777
H 1.46854 -5.85397 0.49172
H 1.93682 -4.01459 2.04606
H 3.25621 -2.89108 3.70160
H 2.44246 -3.51637 5.93119
H 0.35884 -2.51317 6.82042
H -0.89561 -0.87313 5.44600
H -0.08960 -0.26922 3.21038
O -2.31281 3.39967 -1.55396
C -3.04194 2.41349 -1.57344
N -2.85229 1.24511 -0.89602
S -4.03567 0.16179 -1.23986
O -4.93602 -0.03895 -0.13517
O -3.49364 -0.99711 -1.89808
C -4.88686 1.17072 -2.40635
C -6.01305 0.87779 -3.15166
C -6.48453 1.87701 -3.99316
C -5.84165 3.11335 -4.07544
C -4.71754 3.38432 -3.30860
C -4.26018 2.38761 -2.46241
H -6.49857 -0.08637 -3.08720
H -7.36421 1.69432 -4.59756
H -6.22409 3.86557 -4.75396
H -4.19805 4.33208 -3.35815
```

- Kohn-Sham gap (alpha / beta): 6.865 / 7.041 eV
- ΔE to the lowest compared entry with this formula, charge and spin: 90.4 kcal per mole
- Net charge: -1
- Spin multiplicity: 5
- Expectation value of S²: 6.0145